The following is a quantum chemistry calculation of 2 unconnected molecules or ions with the total composition C5H4NO4S2, from the Open Molecules 2025 dataset.

Atoms and positions in Å:
C1 -1.15426 -1.98531 -0.56598
C2 -0.53065 -0.70108 -0.90060
C3 -0.09223 0.09086 0.13709
C4 -0.42010 -0.27272 -2.25147
C5 1.76071 2.10605 1.17329
N1 -1.16311 -2.27820 0.70264
O1 -0.73874 -0.73676 -3.29808
O2 0.08107 0.97592 -2.29801
O3 0.68142 -1.21448 2.27446
O4 -1.55557 -0.25202 2.33800
S1 0.78033 3.00982 2.04593
S2 -0.51189 -0.85065 1.55688
H1 -1.49200 -2.62650 -1.35423
H2 2.17464 2.34574 0.24277
H3 2.22759 1.13894 1.60477
H4 -0.04722 1.25038 -1.40746

**LUMO**: 2.773 eV
**HOMO-LUMO gap**: 0.3054 hartree
**Total energy**: -36598.867 eV
**Net charge**: -1
**HOMO energy**: -5.54 eV
**Relative energy (zero: lowest compared OMol25 entry of this formula, charge and spin)**: 124.8 kJ/mol